142
Properties=species:S:1:pos:R:3:lowdin_charge:R:1 method="wB97M-V/def2-TZVPD" gap_ev=6.92 spin_multiplicity=1 e_above_lowest_kj_mol=64.2 homo_ha=-0.350 charge=+1 largest_force_ev_per_a=1.92
Ba -0.11 -0.49 0.95 1.30
S -0.18 -3.06 -0.32 0.40
C 0.78 -3.44 1.09 -0.83
C 1.35 -4.72 1.24 -0.11
C 2.09 -5.01 2.36 -0.06
C 2.29 -4.03 3.34 -0.07
C 1.72 -2.80 3.12 -0.18
N 0.98 -2.51 2.04 -0.23
H 1.18 -5.46 0.47 0.10
H 2.52 -6.00 2.49 0.11
H 2.87 -4.22 4.23 0.10
H 1.85 -1.99 3.84 0.10
C -0.31 2.89 2.27 -0.09
C 0.52 3.71 1.33 -0.21
C 1.39 4.67 1.83 -0.03
C 2.16 5.44 0.98 -0.06
C 2.05 5.27 -0.39 -0.05
C 1.18 4.33 -0.93 -0.24
C 1.10 4.20 -2.43 -0.03
C 0.42 3.54 -0.06 -0.22
N -0.40 2.49 -0.57 0.12
C -1.45 2.77 -1.23 -0.28
C -2.04 4.14 -1.41 0.01
C -2.17 1.62 -1.89 -0.27
C -2.84 1.92 -3.21 0.02
N -2.17 0.50 -1.30 0.12
C -2.90 -0.61 -1.86 -0.22
C -4.18 -0.86 -1.37 -0.23
C -4.82 0.05 -0.37 -0.05
C -4.87 -1.97 -1.85 -0.04
C -4.30 -2.81 -2.80 -0.06
C -3.03 -2.53 -3.27 -0.04
C -2.31 -1.43 -2.83 -0.22
C -0.94 -1.16 -3.37 -0.03
H -0.69 3.51 3.09 0.08
H 0.31 2.10 2.73 0.03
H -1.16 2.43 1.78 0.00
H 1.45 4.80 2.90 0.12
H 2.84 6.18 1.39 0.11
H 2.64 5.88 -1.06 0.12
H 2.10 4.26 -2.87 0.09
H 0.52 5.01 -2.86 0.09
H 0.66 3.26 -2.76 0.04
H -1.55 4.87 -0.78 0.10
H -3.10 4.11 -1.17 0.09
H -1.95 4.45 -2.45 0.10
H -2.10 2.33 -3.90 0.10
H -3.62 2.66 -3.09 0.09
H -3.27 1.02 -3.64 0.09
H -5.13 0.99 -0.84 0.09
H -4.13 0.31 0.43 0.04
H -5.71 -0.41 0.07 0.09
H -5.87 -2.17 -1.48 0.12
H -4.84 -3.67 -3.16 0.11
H -2.58 -3.18 -4.02 0.12
H -0.82 -1.65 -4.34 0.09
H -0.18 -1.56 -2.70 0.03
H -0.75 -0.10 -3.51 0.06
C 5.59 -0.46 0.81 -0.04
N 4.95 0.68 0.19 -0.14
C 5.50 1.31 -1.00 -0.09
C 4.55 2.50 -1.23 -0.11
N 3.45 2.18 -0.34 0.05
C 3.76 1.20 0.53 -0.81
S 2.81 0.73 1.83 0.57
H 5.85 -1.19 0.05 0.08
H 4.90 -0.90 1.52 0.06
H 6.50 -0.16 1.33 0.10
H 5.49 0.60 -1.84 0.12
H 6.53 1.62 -0.84 0.13
H 4.22 2.56 -2.27 0.11
H 5.02 3.44 -0.96 0.12
H 2.73 2.84 -0.10 0.09
C -3.17 0.42 6.82 -0.20
Si -1.73 0.49 5.62 0.27
C -0.51 -0.87 6.07 -0.21
C -0.78 2.09 5.75 -0.21
As -2.47 0.23 3.38 0.74
Si -4.11 1.95 3.20 0.30
C -3.81 3.34 4.41 -0.22
C -5.85 1.31 3.43 -0.20
C -3.94 2.77 1.50 -0.22
Si -3.39 -1.97 3.38 0.28
C -4.99 -2.24 4.32 -0.20
C -2.09 -3.09 4.13 -0.21
C -3.62 -2.47 1.58 -0.21
H -2.79 0.29 7.84 0.04
H -3.81 -0.43 6.60 0.01
H -3.78 1.32 6.80 0.02
H 0.14 -0.49 6.85 0.04
H 0.11 -1.17 5.23 0.01
H -1.00 -1.76 6.45 0.02
H -0.56 2.29 6.80 0.04
H -1.30 2.95 5.35 0.00
H 0.18 1.99 5.23 0.03
H -3.79 3.05 5.46 0.01
H -4.63 4.05 4.27 0.05
H -2.89 3.88 4.19 0.02
H -6.20 1.46 4.45 0.04
H -5.94 0.24 3.21 -0.01
H -6.53 1.84 2.76 0.04
H -3.14 2.35 0.89 -0.01
H -3.75 3.84 1.64 0.04
H -4.87 2.67 0.93 0.03
H -4.89 -2.01 5.38 0.02
H -5.24 -3.30 4.23 0.04
H -5.83 -1.67 3.93 0.01
H -2.16 -3.13 5.22 0.03
H -1.07 -2.81 3.86 0.00
H -2.26 -4.10 3.74 0.05
H -4.68 -2.59 1.34 0.04
H -3.12 -3.43 1.40 0.04
H -3.20 -1.77 0.86 -0.02
C 5.33 -5.00 -7.80 -0.11
C 4.21 -4.25 -7.09 -0.30
S 4.89 -3.23 -5.81 0.63
O 5.85 -2.32 -6.38 -0.29
O 5.28 -4.07 -4.70 -0.31
C 3.51 -2.25 -5.24 -0.20
C 4.08 -1.22 -4.26 -0.15
N 3.07 -0.72 -3.33 0.06
C 2.88 -1.18 -2.08 -0.32
N 1.97 -0.48 -1.43 0.08
C 1.54 0.48 -2.28 -0.09
C 2.21 0.35 -3.47 -0.15
N 1.94 1.03 -4.69 -0.32
O 1.05 1.86 -4.67 0.07
O 2.58 0.73 -5.68 0.09
C 3.56 -2.38 -1.51 0.03
H 4.91 -5.64 -8.57 0.08
H 5.89 -5.62 -7.10 0.08
H 6.02 -4.30 -8.28 0.08
H 3.51 -4.93 -6.61 0.11
H 3.67 -3.58 -7.77 0.11
H 2.82 -2.93 -4.73 0.12
H 3.03 -1.77 -6.08 0.10
H 4.51 -0.39 -4.81 0.13
H 4.87 -1.68 -3.66 0.11
H 0.78 1.20 -2.02 0.08
H 4.63 -2.37 -1.66 0.08
H 3.17 -3.29 -1.97 0.10
H 3.34 -2.42 -0.45 0.08

112
Properties=species:S:1:pos:R:3:lowdin_charge:R:1 method="wB97M-V/def2-TZVPD" gap_ev=8.57 smiles="CCOB(O)c1cc(B(O)O)c2c(c1CCCO)C(=O)c1ccccc1C2=O.COCCOC.COCCOC.COCCOC.COCCOC" spin_multiplicity=1 e_above_lowest_kj_mol=0.0 homo_ha=-0.332 charge=0 largest_force_ev_per_a=1.19
C 2.79 -3.94 6.44 -0.05
C 3.11 -2.58 7.10 -0.22
O 3.96 -1.74 6.31 0.07
B 3.29 -0.69 5.69 -0.59
O 3.77 0.59 5.82 0.18
C 1.99 -1.04 4.85 -0.03
C 2.19 -1.86 3.74 0.03
C 1.15 -2.24 2.91 -0.01
B 1.42 -3.20 1.67 -0.64
O 1.88 -2.73 0.48 0.18
O 1.16 -4.53 1.86 0.19
C -0.11 -1.74 3.22 -0.06
C -0.32 -0.91 4.31 -0.02
C 0.72 -0.54 5.16 -0.09
C 0.52 0.38 6.35 -0.11
C -0.54 -0.11 7.37 -0.15
C -1.24 1.03 8.14 -0.25
O -1.71 2.10 7.33 -0.07
C -1.74 -0.44 4.49 -0.27
O -2.02 0.70 4.78 0.13
C -2.78 -1.49 4.21 -0.08
C -3.92 -1.61 4.98 0.00
C -4.81 -2.63 4.69 -0.06
C -4.56 -3.51 3.65 -0.06
C -3.43 -3.37 2.86 0.00
C -2.55 -2.36 3.15 -0.08
C -1.29 -2.11 2.37 -0.26
O -1.25 -2.16 1.16 0.15
H 1.71 -4.03 6.31 0.08
H 3.30 -4.05 5.48 0.08
H 3.09 -4.78 7.07 0.07
H 2.16 -2.09 7.36 0.11
H 3.63 -2.78 8.04 0.12
H 3.94 0.80 6.75 0.11
H 3.19 -2.22 3.54 0.14
H 1.65 -1.80 0.36 0.09
H 1.36 -5.03 1.06 0.11
H 1.44 0.55 6.91 0.11
H 0.23 1.36 5.94 0.12
H 0.03 -0.65 8.14 0.11
H -1.23 -0.84 6.95 0.10
H -0.51 1.45 8.85 0.12
H -2.12 0.65 8.66 0.12
H -0.99 2.67 7.08 0.08
H -4.10 -0.94 5.81 0.13
H -5.73 -2.78 5.26 0.11
H -5.23 -4.33 3.42 0.11
H -3.21 -4.05 2.04 0.13
C 4.29 1.47 -3.38 -0.11
O 4.96 1.91 -2.21 -0.18
C 4.05 2.25 -1.17 -0.20
C 3.99 1.18 -0.12 -0.19
O 3.38 -0.01 -0.62 -0.21
C 4.31 -1.04 -0.90 -0.11
H 5.03 1.09 -4.08 0.09
H 3.58 0.67 -3.16 0.08
H 3.76 2.30 -3.85 0.09
H 3.05 2.45 -1.58 0.12
H 4.42 3.17 -0.71 0.13
H 3.37 1.54 0.71 0.11
H 4.98 0.96 0.28 0.13
H 4.72 -1.44 0.04 0.09
H 5.13 -0.70 -1.54 0.09
H 3.77 -1.84 -1.41 0.09
C -1.53 1.79 -3.75 -0.10
O -1.75 1.92 -5.15 -0.21
C -0.92 2.92 -5.74 -0.20
C 0.23 2.30 -6.50 -0.20
O 1.16 1.67 -5.62 -0.19
C 1.04 0.26 -5.62 -0.10
H -2.09 0.91 -3.41 0.09
H -0.48 1.64 -3.52 0.08
H -1.91 2.67 -3.22 0.09
H -0.55 3.61 -4.98 0.13
H -1.55 3.48 -6.44 0.13
H 0.77 3.09 -7.03 0.13
H -0.14 1.59 -7.25 0.11
H 1.38 -0.15 -6.57 0.09
H 0.01 -0.05 -5.44 0.08
H 1.67 -0.13 -4.82 0.08
C -3.27 0.01 -7.52 -0.10
O -3.73 0.69 -8.68 -0.19
C -2.79 0.69 -9.73 -0.21
C -3.16 -0.31 -10.81 -0.21
O -3.02 -1.64 -10.35 -0.19
C -4.27 -2.25 -10.04 -0.11
H -4.11 -0.07 -6.82 0.09
H -2.92 -1.00 -7.76 0.09
H -2.47 0.57 -7.04 0.06
H -1.78 0.49 -9.36 0.12
H -2.79 1.69 -10.17 0.12
H -2.46 -0.19 -11.65 0.12
H -4.17 -0.12 -11.18 0.13
H -4.84 -2.44 -10.96 0.09
H -4.86 -1.63 -9.36 0.08
H -4.06 -3.20 -9.56 0.09
C -1.65 3.17 2.66 -0.10
O -1.77 3.08 1.25 -0.18
C -0.80 3.85 0.55 -0.20
C 0.29 2.96 0.00 -0.20
O 1.08 2.40 1.04 -0.19
C 0.78 1.04 1.30 -0.09
H -2.32 2.44 3.09 0.07
H -0.63 2.96 2.98 0.09
H -1.95 4.17 3.00 0.09
H -0.38 4.62 1.20 0.13
H -1.31 4.34 -0.28 0.12
H 0.96 3.57 -0.63 0.12
H -0.14 2.17 -0.63 0.12
H 1.10 0.41 0.47 0.08
H -0.30 0.90 1.47 0.09
H 1.32 0.74 2.20 0.09

16
Properties=species:S:1:pos:R:3:nbo_charge:R:1 method="wB97M-V/def2-TZVPD" gap_ev=9.19 spin_multiplicity=1 e_above_lowest_kj_mol=52.6 homo_ha=-0.192 charge=-1 largest_force_ev_per_a=2.07
C 0.73 -0.09 -0.83 1.01
O 0.07 1.45 -1.61 -0.66
C -1.23 1.45 -1.39 0.44
C -1.62 0.05 -0.86 -0.13
O -0.47 -0.75 -1.03 -0.55
O 1.73 -0.51 -1.40 -0.74
O 0.80 0.15 0.58 -0.57
C 1.65 -0.61 1.31 0.18
C 1.24 -1.28 2.39 -0.54
F -1.59 2.37 -0.30 -0.46
H -1.84 1.81 -2.23 0.10
H -2.43 -0.39 -1.44 0.17
H -1.87 0.13 0.21 0.18
H 2.65 -0.70 0.90 0.18
H 0.21 -1.21 2.75 0.20
H 1.97 -1.85 2.96 0.19

11
Properties=species:S:1:pos:R:3:nbo_charge:R:1 method="wB97M-V/def2-TZVPD" gap_ev=8.89 smiles="[H]/N=c1/ncncnn1" spin_multiplicity=1 e_above_lowest_kj_mol=398.4 homo_ha=-0.371 charge=0 largest_force_ev_per_a=5.77
H 1.60 1.85 1.51 0.38
N 0.46 1.68 1.21 -0.66
C 0.17 1.28 -0.06 0.49
N -1.00 0.85 -0.66 -0.44
C -1.46 -0.27 -0.29 0.29
N -0.90 -1.32 0.34 -0.43
C 0.41 -1.29 0.08 0.22
N 1.15 -0.58 -0.84 -0.18
N 0.99 0.68 -1.04 -0.07
H -2.52 -0.69 -0.71 0.19
H 1.09 -2.19 0.46 0.21

81
Properties=species:S:1:pos:R:3:mulliken_spin:R:1 method="wB97M-V/def2-TZVPD" gap_ev="6.05 / 6.98" spin_multiplicity=3 e_above_lowest_kj_mol=161.7 homo_ha="-0.330 / -0.365" charge=+1 largest_force_ev_per_a=0.65
Ti 0.14 0.54 0.90 1.42
N 0.56 -1.25 2.17 0.00
C 1.90 -1.10 2.77 0.02
C 2.19 0.33 3.27 0.00
N 1.27 1.38 2.76 0.00
C 2.03 2.53 2.20 0.00
C 1.16 3.46 1.37 0.02
N 0.44 2.71 0.32 0.03
C 0.34 1.84 3.83 0.01
C -1.08 2.04 3.35 0.01
N -1.46 0.87 2.57 0.00
H -0.13 -1.45 2.89 0.00
H 0.54 -2.05 1.54 -0.01
H 2.62 -1.35 1.99 0.00
H 2.03 -1.80 3.59 0.00
H 3.20 0.59 2.99 0.00
H 2.16 0.35 4.36 0.00
H 2.82 2.13 1.57 0.00
H 2.49 3.11 3.01 0.00
H 1.80 4.24 0.95 0.00
H 0.42 3.97 1.99 0.00
H 1.06 2.57 -0.47 0.01
H -0.36 3.23 -0.02 0.00
H 0.73 2.75 4.30 0.00
H 0.32 1.07 4.60 0.00
H -1.17 2.92 2.70 -0.01
H -1.73 2.21 4.21 0.00
H -2.32 1.02 2.05 -0.02
H -1.65 0.09 3.20 0.01
C -2.23 -3.00 -3.05 0.00
C -0.91 -3.48 -2.52 0.01
C -0.26 -4.53 -3.17 0.00
C 0.99 -4.98 -2.76 0.00
C 1.61 -4.38 -1.68 0.00
C 0.98 -3.36 -1.00 0.01
C -0.28 -2.91 -1.41 -0.01
N -0.89 -1.83 -0.71 0.18
C -0.58 -0.50 -1.01 0.13
N 0.40 -0.31 -2.00 0.03
C 1.75 -0.06 -1.59 0.07
C 2.02 0.15 -0.23 -0.07
C 3.39 0.25 0.04 0.00
C 4.39 0.18 -0.92 -0.01
C 4.04 0.04 -2.25 0.02
C 2.70 -0.09 -2.61 -0.03
C 2.30 -0.29 -4.04 0.00
N -1.42 0.46 -0.54 0.11
C -1.92 1.47 -1.41 0.04
C -1.67 1.51 -2.79 0.01
C -2.15 2.53 -3.59 0.00
C -2.92 3.55 -3.05 0.01
C -3.25 3.47 -1.71 0.00
C -2.79 2.45 -0.89 -0.01
C -3.34 2.37 0.51 0.02
H -2.91 -3.83 -3.22 0.00
H -2.10 -2.49 -4.00 0.00
H -2.73 -2.30 -2.38 0.00
H -0.74 -5.00 -4.02 0.00
H 1.47 -5.79 -3.29 0.00
H 2.59 -4.71 -1.36 0.00
H 1.47 -2.86 -0.18 0.02
H -1.85 -1.96 -0.43 -0.01
H 0.36 -1.02 -2.72 -0.01
H 3.73 0.38 1.07 0.00
H 5.43 0.25 -0.64 0.00
H 4.80 0.01 -3.02 0.00
H 3.15 -0.14 -4.71 0.00
H 1.51 0.41 -4.34 0.00
H 1.93 -1.30 -4.22 0.00
H -1.07 0.75 -3.25 0.00
H -1.93 2.52 -4.65 0.00
H -3.29 4.35 -3.66 0.00
H -3.91 4.21 -1.28 0.00
H -3.60 1.34 0.76 0.00
H -4.26 2.96 0.57 0.00
H -2.67 2.77 1.27 0.00
I -1.76 -2.05 5.45 0.00
C -3.27 -2.99 4.30 0.00
I -3.34 -2.37 2.28 0.00
H -4.22 -2.75 4.75 0.00
H -3.08 -4.06 4.32 0.00

10
Properties=species:S:1:pos:R:3:nbo_charge:R:1 method="wB97M-V/def2-TZVPD" gap_ev="8.13 / 6.93" spin_multiplicity=1 e_above_lowest_kj_mol=242.8 homo_ha="-0.315 / -0.311" charge=0 largest_force_ev_per_a=2.87
C 1.20 -0.49 -0.77 -0.60
C -1.70 1.40 0.45 -0.29
P 1.29 -0.12 0.99 0.62
Cl 2.73 -1.23 -1.29 -0.01
Cl -0.14 -1.61 -1.25 -0.05
Cl -2.44 0.90 1.95 0.02
Cl -2.29 0.85 -1.06 0.08
Cl 1.27 -1.87 1.82 -0.22
H 0.97 0.20 -1.51 0.26
H -0.89 1.98 0.68 0.20

15
Properties=species:S:1:pos:R:3:nbo_charge:R:1 method="wB97M-V/def2-TZVPD" gap_ev=8.80 smiles=CP(C)N.C#N spin_multiplicity=1 e_above_lowest_kj_mol=111.1 homo_ha=-0.282 charge=0 largest_force_ev_per_a=3.29
C 0.21 -1.64 0.50 -0.90
P -0.22 0.06 -0.32 0.93
C 1.43 0.35 -0.87 -0.99
N -0.37 0.99 1.07 -1.20
H -0.65 -2.28 0.29 0.22
H 1.00 -2.08 -0.03 0.21
H 0.43 -1.33 1.53 0.23
H 1.55 1.46 -0.68 0.24
H 2.18 -0.38 -0.63 0.23
H 1.37 0.12 -1.99 0.23
H -0.46 2.02 0.91 0.39
H -1.21 0.70 1.69 0.41
C -3.51 0.49 -0.95 0.09
N -3.49 0.79 0.14 -0.34
H -3.40 0.27 -2.00 0.24

16
Properties=species:S:1:pos:R:3:nbo_charge:R:1 method="wB97M-V/def2-TZVPD" gap_ev=12.04 smiles="C[N+](C)=C1CC1" spin_multiplicity=1 e_above_lowest_kj_mol=196.6 homo_ha=-0.597 charge=+1 largest_force_ev_per_a=3.10
C 1.47 -1.33 -0.09 -0.45
N 0.61 -0.14 0.10 -0.24
C 1.31 1.17 0.09 -0.41
C -0.63 -0.01 0.08 0.44
C -1.85 0.84 -0.05 -0.44
C -1.92 -0.70 0.02 -0.45
H 2.26 -1.06 -0.86 0.26
H 0.92 -2.30 -0.11 0.26
H 2.18 -1.38 0.83 0.25
H 1.91 1.32 1.03 0.24
H 0.54 1.94 -0.09 0.24
H 2.07 1.12 -0.59 0.22
H -2.15 1.46 0.72 0.26
H -2.16 1.30 -1.01 0.28
H -2.21 -1.13 -0.96 0.27
H -2.34 -1.10 0.89 0.27

Number 1: DFT total energy -186717.910 eV. Number 2: DFT total energy -69333.796 eV. Number 3: DFT total energy -16189.799 eV. Number 4: DFT total energy -10604.738 eV. Number 5: DFT total energy -80498.155 eV. Number 6: DFT total energy -74004.615 eV. Number 7: DFT total energy -15524.250 eV. Number 8: DFT total energy -6828.164 eV.